DFT (the ωB97M-V functional and the def2-TZVPD basis) results for 12 unconnected molecules or ions with the total composition C36H73IO14P2.

Properties
- HOMO-LUMO gap: 7.264 eV
- Structure (SMILES): O=COCC[PH]#P(O)I.CC(C)=O.CC(C)=O.CC(C)=O.CC(C)=O.CC(C)=O.CC(C)=O.CC(C)=O.CC(C)=O.CC(C)=O.CC(C)=O.CC(C)=O
- Lowest unoccupied orbital energy: 0.37 eV
- E_HOMO: -6.9 eV
- Energy relative to the best compared isomer or geometry (same formula, charge and spin): 163.4 kJ/mol
- Charge: 0

Each line ends with the Mulliken charge.
Element x y z (Å)
O -4.4470 -3.7679 2.5893  -0.46
C -3.3451 -3.6930 2.0002  0.14
O -3.0245 -2.6217 1.1360  -0.19
C -3.4535 -1.3444 1.6664  -0.29
C -4.6627 -0.6753 0.8082  -0.43
P -6.1609 -1.8203 0.6101  0.09
P -7.8424 -1.2639 1.8908  0.04
O -8.7213 -2.7385 2.1090  -0.49
I -7.1327 -0.6034 4.1416  -0.05
H -2.6074 -4.5407 2.1821  0.43
H -3.7248 -1.3491 2.7693  0.17
H -2.5541 -0.6341 1.5676  0.27
H -4.9009 0.3754 1.1777  0.37
H -4.2242 -0.5386 -0.2458  0.12
H -6.6382 -1.5993 -0.7386  0.03
H -9.0782 -2.9929 1.2334  0.32
C -4.2132 1.3661 -3.6543  -0.90
C -5.3271 1.4584 -2.6463  0.62
C -6.5538 2.2380 -3.0379  -1.03
O -5.2395 0.9233 -1.5561  -0.45
H -3.3953 0.7754 -3.2363  0.32
H -4.5721 0.8752 -4.5607  0.26
H -3.8406 2.3646 -3.8881  0.25
H -7.0165 1.7855 -3.9173  0.28
H -6.2843 3.2754 -3.2449  0.27
H -7.2720 2.2194 -2.2153  0.34
C -1.7164 -7.3294 5.3692  -1.20
C -2.1985 -6.0854 4.6722  0.89
C -3.2754 -5.2836 5.3523  -0.84
O -1.7335 -5.7429 3.5992  -0.57
H -0.9413 -7.8055 4.7653  0.31
H -1.2928 -7.0699 6.3416  0.33
H -2.5443 -8.0305 5.4926  0.33
H -2.9200 -4.9342 6.3245  0.33
H -4.1720 -5.8944 5.4750  0.31
H -3.5251 -4.4169 4.7382  0.06
C -0.1619 -0.4803 4.7018  -1.09
C -1.5358 0.0309 5.0426  0.88
C -2.1510 -0.4451 6.3318  -1.09
O -2.1264 0.7993 4.3042  -0.58
H 0.1558 -0.0557 3.7480  0.31
H 0.5491 -0.1785 5.4721  0.41
H -0.1825 -1.5690 4.6112  0.32
H -1.5284 -0.1406 7.1758  0.38
H -2.2591 -1.5318 6.3136  0.21
H -3.1398 0.0036 6.4461  0.30
C 0.1105 -4.6888 -2.8924  -1.06
C -1.2630 -4.1777 -2.5478  0.74
C -1.8781 -4.6538 -1.2589  -0.88
O -1.8528 -3.4091 -3.2830  -0.59
H 0.4256 -4.2617 -3.8465  0.20
H 0.8231 -4.3875 -2.1218  0.31
H 0.0906 -5.7769 -2.9853  0.40
H -1.2541 -4.3512 -0.4154  0.26
H -1.9884 -5.7404 -1.2783  0.41
H -2.8658 -4.2037 -1.1424  0.21
C 3.9802 -1.5575 3.7310  -1.09
C 3.9180 -0.2674 4.5065  0.78
C 5.2221 0.4079 4.8324  -0.52
O 2.8526 0.2085 4.8550  -0.52
H 2.9672 -1.9315 3.5680  0.25
H 4.4503 -1.3856 2.7606  0.34
H 4.5425 -2.3040 4.2961  0.28
H 5.7468 0.6673 3.9100  0.40
H 5.8386 -0.2519 5.4470  0.01
H 5.0248 1.3248 5.3926  0.10
C 5.2706 5.4855 4.4826  -1.11
C 4.3757 4.6468 5.3565  0.84
C 2.9761 5.1467 5.5974  -1.11
O 4.7679 3.6070 5.8481  -0.55
H 6.2468 5.0042 4.3971  0.29
H 4.8363 5.5767 3.4848  0.33
H 5.4051 6.4736 4.9278  0.34
H 2.4401 5.2227 4.6491  0.33
H 3.0087 6.1197 6.0922  0.34
H 2.4470 4.4431 6.2429  0.28
C 4.0831 -1.9361 -5.0465  -1.11
C 2.9768 -1.8526 -4.0271  0.84
C 1.7454 -1.0737 -4.4031  -0.92
O 3.0761 -2.3944 -2.9418  -0.58
H 4.9062 -2.5273 -4.6398  0.32
H 3.7170 -2.4225 -5.9531  0.32
H 4.4518 -0.9346 -5.2776  0.29
H 1.2756 -1.5219 -5.2811  0.33
H 2.0090 -0.0351 -4.6052  0.28
H 1.0346 -1.0990 -3.5750  0.23
C 1.2196 3.6350 -4.8409  -0.90
C 0.4999 2.6507 -5.7227  0.81
C -0.1993 3.1947 -6.9398  -1.07
O 0.4835 1.4621 -5.4626  -0.51
H 1.6765 3.1039 -4.0032  0.28
H 2.0066 4.1356 -5.4094  0.16
H 0.5123 4.3677 -4.4468  0.34
H 0.5251 3.6771 -7.5998  0.30
H -0.9695 3.9079 -6.6385  0.32
H -0.6745 2.3740 -7.4811  0.28
C 4.8139 3.4297 -8.2732  -1.02
C 4.7446 4.7199 -7.4999  0.86
C 6.0455 5.4070 -7.1804  -1.13
O 3.6792 5.1886 -7.1471  -0.56
H 3.8033 3.0476 -8.4310  0.23
H 5.2782 3.6038 -9.2461  0.34
H 5.3844 2.6885 -7.7095  0.30
H 6.5645 5.6688 -8.1048  0.34
H 6.6705 4.7535 -6.5683  0.33
H 5.8432 6.3224 -6.6212  0.29
C 8.0028 -2.8249 8.3685  -1.13
C 6.9858 -1.8093 7.9192  0.85
C 5.6204 -1.8687 8.5513  -1.06
O 7.2565 -0.9736 7.0786  -0.55
H 8.9383 -2.6627 7.8298  0.30
H 8.1909 -2.7143 9.4384  0.34
H 7.6432 -3.8327 8.1503  0.33
H 5.7028 -1.7156 9.6293  0.35
H 5.1550 -2.8341 8.3413  0.32
H 4.9930 -1.0790 8.1326  0.24
C -6.3568 5.0460 -7.1471  -1.15
C -5.6872 3.7257 -6.8723  0.79
C -5.6626 2.7154 -7.9884  -1.12
O -5.1858 3.4845 -5.7909  -0.47
H -6.2992 5.6734 -6.2556  0.29
H -5.8490 5.5566 -7.9681  0.34
H -7.4081 4.8852 -7.3949  0.35
H -5.1240 3.1225 -8.8466  0.35
H -6.6831 2.4512 -8.2734  0.35
H -5.1494 1.8135 -7.6489  0.26

=====

DFT (the ωB97M-V functional and the def2-TZVPD basis) results for 9 unconnected molecules or ions with the total composition C36H75F3I2N3O10PS3.

Properties
- HOMO-LUMO gap: 6.444 eV
- Structure (SMILES): CCN(CC)C(=S)SCCCc1c([C@@H](I)[C@H](C)I)c([PH2]=O)c2nsnc2c1C[C@@H](O)C(F)(F)F.CCO.CCO.CCO.CCO.CCO.CCO.CCO.CCO
- Lowest unoccupied orbital energy: -1.49 eV
- E_HOMO: -7.9 eV
- Charge: 0

Each line ends with the Mulliken charge.
Element x y z (Å)
C 4.2784 0.0725 -0.0496  0.27
C 3.4077 -0.5542 -1.2598  -0.97
N 3.2152 -2.0384 -1.2033  0.16
C 4.5350 -2.7329 -1.1284  -0.36
C 4.5666 -4.1597 -1.9165  -1.05
C 2.2907 -2.4569 -0.1517  -0.05
S 2.5046 -3.8678 0.7827  -0.28
S 0.7285 -1.4890 0.2412  0.25
C -0.5893 -2.6510 0.8462  -0.22
C -1.8454 -1.9079 1.5205  -0.73
C -3.1192 -1.7071 0.5528  -0.93
C -2.7725 -1.7174 -1.0166  -0.28
C -3.1204 -2.9483 -1.9797  0.65
C -3.8828 -4.2204 -1.3910  -0.54
I -6.0249 -4.0058 -1.9108  0.11
C -3.2647 -5.6494 -1.8060  -0.16
C -3.9200 -6.7529 -0.7713  -1.05
I -1.0933 -5.7819 -1.6840  0.12
C -2.6989 -2.7649 -3.4782  0.36
P -3.0517 -4.0809 -4.7756  0.32
O -4.5696 -4.2411 -5.0217  -0.63
C -1.9804 -1.4435 -4.0051  0.35
N -1.5442 -1.1214 -5.3540  -0.60
S -0.8923 0.4595 -5.2885  0.09
N -1.0136 0.9453 -3.6464  -0.66
C -1.6377 -0.2275 -3.0645  0.62
C -2.0653 -0.4199 -1.5549  0.80
C -1.7558 0.8478 -0.5879  0.49
C -2.9158 1.9557 -0.8981  -0.10
O -3.9354 1.4948 -1.8063  -0.48
C -3.6506 2.5013 0.4174  0.67
F -4.6016 1.5853 0.9826  -0.28
F -4.4305 3.6496 0.0044  -0.30
F -2.7269 2.9898 1.4020  -0.22
H 3.6422 0.8435 0.5035  -0.27
H 4.6497 -0.6844 0.7225  0.29
H 5.1979 0.6235 -0.4853  -0.05
H 2.4436 0.0540 -1.3632  0.06
H 4.0123 -0.3487 -2.2299  0.53
H 5.2841 -2.0607 -1.7076  0.37
H 4.9717 -2.8067 -0.0619  0.12
H 3.5402 -4.4302 -2.3387  0.28
H 4.9651 -4.9663 -1.1956  0.25
H 5.3438 -4.1063 -2.7734  0.31
H -0.8506 -3.3675 -0.0058  -0.41
H -0.1202 -3.3110 1.6783  0.65
H -2.1999 -2.5992 2.3834  0.41
H -1.5153 -0.9312 2.0535  0.33
H -3.9498 -2.4287 0.8587  0.51
H -3.5300 -0.6436 0.7737  -0.24
H -3.8714 -4.1921 -0.2323  0.35
H -3.5965 -6.0113 -2.8560  0.09
H -3.6148 -7.7826 -1.2122  0.37
H -3.5419 -6.6292 0.3008  0.37
H -5.0779 -6.7398 -0.8449  0.23
H -2.4118 -5.3363 -4.4159  0.03
H -2.4300 -3.6870 -6.0177  0.13
H -1.7340 0.5694 0.5181  -0.05
H -0.7826 1.2943 -0.9812  -0.74
H -2.4226 2.8693 -1.4089  0.30
H -4.5171 0.8129 -1.3995  0.35
C 1.0930 4.0824 1.2246  -1.20
C 1.9632 2.9146 0.8065  0.12
O 1.2743 2.1051 -0.1419  -0.22
H 0.1554 3.7259 1.6610  0.25
H 1.6072 4.7093 1.9564  0.31
H 0.8282 4.6971 0.3588  0.36
H 2.2073 2.2912 1.6696  0.28
H 2.8964 3.2635 0.3586  -0.03
H 1.0694 2.6620 -0.9059  0.17
C 6.4851 4.3349 1.0527  -0.98
C 6.4236 3.1024 0.1732  -0.26
O 5.0806 2.8450 -0.2184  -0.43
H 5.8646 4.2021 1.9430  0.26
H 7.5119 4.5407 1.3654  0.45
H 6.0973 5.2087 0.5212  0.17
H 6.7911 2.2275 0.7148  0.20
H 7.0335 3.2332 -0.7266  0.33
H 4.7647 3.6199 -0.7047  0.21
C 8.9256 -2.9500 1.7952  -1.24
C 7.6551 -2.6261 1.0347  -0.13
O 7.4313 -1.2224 1.0263  -0.40
H 8.8601 -2.5861 2.8239  0.31
H 9.1061 -4.0276 1.8128  0.35
H 9.7876 -2.4563 1.3365  0.36
H 6.7941 -3.1029 1.5085  0.29
H 7.7180 -2.9766 -0.0007  0.25
H 8.1918 -0.8068 0.5980  0.25
C -3.9174 3.9750 4.4828  -0.92
C -3.2016 4.0120 5.8178  -0.36
O -1.8476 4.4120 5.6361  -0.45
H -3.4200 3.2816 3.8003  0.14
H -4.9576 3.6642 4.6058  0.38
H -3.8984 4.9598 4.0062  0.35
H -3.2031 3.0228 6.2804  0.29
H -3.6870 4.7141 6.5030  0.28
H -1.8557 5.2918 5.2342  0.27
C 0.9641 7.0875 7.3887  -0.99
C 1.6016 6.4780 6.1556  -0.13
O 1.2840 5.0955 6.0717  -0.48
H 1.3114 6.5781 8.2914  0.26
H 1.2053 8.1506 7.4683  0.33
H -0.1237 6.9749 7.3576  0.29
H 2.6889 6.5730 6.2008  0.32
H 1.2489 6.9760 5.2461  0.17
H 0.3202 5.0197 6.0230  0.28
C -7.3748 0.0957 -4.4404  -1.14
C -5.8613 0.0661 -4.5209  -0.23
O -5.3406 -0.8977 -3.6147  -0.09
H -7.7004 0.3368 -3.4248  0.27
H -7.7881 0.8371 -5.1289  0.38
H -7.7944 -0.8845 -4.6856  0.32
H -5.4451 1.0404 -4.2542  0.21
H -5.5284 -0.1866 -5.5327  0.29
H -5.7069 -1.7608 -3.8627  0.06
C -6.2069 -9.2515 -3.5490  -1.02
C -4.6945 -9.2671 -3.6330  0.28
O -4.1649 -10.2259 -2.7255  -0.52
H -6.5315 -9.0114 -2.5329  0.27
H -6.6254 -8.5140 -4.2383  0.32
H -6.6213 -10.2343 -3.7926  0.37
H -4.2875 -8.2899 -3.3673  -0.30
H -4.3599 -9.5185 -4.6443  0.28
H -4.5234 -11.0894 -2.9712  0.31
C 3.2079 8.2446 1.7883  -1.23
C 4.0753 7.0755 1.3666  -0.18
O 3.3858 6.2702 0.4172  -0.38
H 2.2703 7.8891 2.2239  0.26
H 3.7237 8.8687 2.5221  0.36
H 2.9443 8.8623 0.9245  0.39
H 4.3180 6.4494 2.2279  0.28
H 5.0111 7.4244 0.9186  0.30
H 3.1819 6.8282 -0.3457  0.23

=====

DFT (the ωB97M-V functional and the def2-TZVPD basis) results for 6 unconnected molecules or ions with the total composition C36H75F7N8O14PS.

Properties
- HOMO-LUMO gap: 6.582 eV
- Lowest unoccupied orbital energy: 1.73 eV
- E_HOMO: -4.8 eV
- Charge: -1

Each line ends with the Mulliken charge.
Element x y z (Å)
C 5.4520 -1.1360 3.3822  -0.39
O 5.6559 -1.9593 2.2503  -0.40
C 4.7367 -3.0275 2.1444  -0.49
C 4.2571 -3.2395 0.7113  -0.53
C 3.7211 -1.9541 0.0581  -1.43
P 1.8956 -1.5177 0.5671  2.66
C 0.1624 -1.0710 1.2663  -1.41
C -0.6999 -2.1809 1.8829  0.78
C -0.1619 -2.7252 3.2394  -0.89
C -1.0752 -2.2210 4.3743  -0.60
N -2.4184 -2.8298 4.2929  -0.35
C -3.4118 -1.9074 4.7053  0.23
N -3.6787 -1.7479 5.9290  -0.82
N -4.1053 -1.1444 3.6794  -0.55
S 1.1415 -3.3190 -0.5401  0.67
O 0.8685 -4.4170 0.4012  -0.67
O 2.1589 -3.7483 -1.5123  -0.59
C -0.3585 -3.0078 -1.6303  0.40
F 0.0568 -2.6069 -2.8277  -0.24
F -1.1919 -2.0751 -1.1549  -0.14
C -1.2021 -4.3115 -1.7831  0.48
F -0.4095 -5.3128 -2.1514  -0.24
F -1.8169 -4.5914 -0.6364  -0.24
C -2.3324 -4.2013 -2.8435  0.43
F -3.2475 -3.3186 -2.4963  -0.20
F -2.9557 -5.3944 -2.8822  -0.29
F -1.8868 -3.9639 -4.0560  -0.23
O 2.4991 -0.0540 1.3413  -0.74
C 2.3280 1.0813 0.5476  0.41
C 3.3803 2.1979 0.6774  -0.65
C 2.8281 3.4335 1.4163  -0.81
C 1.9753 4.2873 0.4859  -0.79
O 0.7973 3.5719 0.1119  -0.51
C 1.8998 0.6958 -0.9113  0.38
C 2.9339 0.8687 -2.0298  -1.45
O 2.3977 1.6877 -3.0894  -0.43
C 3.3006 1.7799 -4.1372  -0.38
O 2.6175 1.5284 -5.3510  -0.32
C 3.4967 1.6037 -6.4383  -0.55
C 3.4403 2.9638 -7.1802  -0.36
O 3.2284 4.0264 -6.2570  -0.48
O 1.5778 -0.6813 -0.9028  -0.56
H 4.9562 -0.2176 3.0526  0.00
H 6.4245 -0.9087 3.8298  0.30
H 4.8544 -1.6212 4.1583  0.28
H 3.8611 -2.9014 2.7907  0.13
H 5.2161 -3.9606 2.4828  0.41
H 5.1067 -3.5890 0.1121  0.51
H 3.5092 -4.0360 0.6830  0.13
H 4.3553 -1.1444 0.4155  0.71
H 3.8552 -1.9645 -1.0279  0.41
H 2.1232 -2.4113 1.6785  -0.47
H 0.3113 -0.3275 2.0525  0.65
H -0.3768 -0.5423 0.4733  0.11
H -0.9582 -2.9875 1.1973  -0.29
H -1.6630 -1.7051 2.1324  -0.01
H 0.8519 -2.3874 3.4344  0.16
H -0.2489 -3.8138 3.2004  0.43
H -0.6223 -2.4008 5.3479  0.36
H -1.1772 -1.1380 4.2000  0.29
H -2.6302 -3.0967 3.3399  0.41
H -4.4022 -1.0380 6.0082  0.31
H -4.1018 -1.7029 2.8321  0.25
H -3.5490 -0.3166 3.4900  0.32
H 1.4185 1.5494 0.9600  0.10
H 4.3100 1.8617 1.1443  0.11
H 3.6745 2.5542 -0.3148  0.21
H 3.6532 4.0796 1.7340  0.40
H 2.2502 3.1243 2.2900  0.32
H 2.5283 4.5667 -0.4136  0.43
H 1.6785 5.2350 0.9591  0.38
H 0.6760 3.6229 -0.8374  0.28
H 1.0039 1.2796 -1.1392  0.02
H 3.1437 -0.1182 -2.4506  0.63
H 3.8933 1.2855 -1.7006  0.56
H 3.7455 2.7840 -4.1302  0.26
H 4.1159 1.0461 -4.0493  0.31
H 4.5412 1.4313 -6.1536  0.35
H 3.2307 0.8260 -7.1598  0.35
H 2.6688 2.9591 -7.9531  0.23
H 4.4295 3.0954 -7.6341  0.34
H 3.8321 4.7315 -6.4819  0.29
C -4.2006 1.8042 -1.3092  -1.66
C -2.7597 2.0717 -0.9613  0.98
O -1.9091 1.1969 -0.9955  -0.53
N -2.4206 3.3391 -0.5885  0.08
C -3.2692 4.5084 -0.5030  -1.10
H -4.3056 0.7596 -1.5889  0.22
H -4.8361 1.9939 -0.4437  0.50
H -4.5166 2.4242 -2.1505  0.48
H -1.4449 3.4314 -0.3472  0.18
H -2.8889 5.2896 -1.1659  0.30
H -3.2643 4.8928 0.5198  0.31
H -4.2901 4.2725 -0.7853  0.39
C 3.5588 -6.3838 -3.4702  -0.63
C 4.3516 -5.8405 -4.6300  0.71
O 5.5730 -5.8055 -4.6380  -0.68
N 3.6453 -5.3755 -5.6974  -0.15
C 2.2050 -5.3250 -5.8630  -0.70
H 4.2459 -6.7081 -2.6951  0.29
H 2.9103 -5.6075 -3.0563  -0.12
H 2.9588 -7.2387 -3.7882  0.39
H 4.2259 -5.0257 -6.4418  0.21
H 1.9148 -5.9075 -6.7410  0.30
H 1.8877 -4.2911 -6.0100  0.26
H 1.6981 -5.7239 -4.9914  0.21
C -5.8834 -0.6331 1.0981  -0.66
C -6.9504 0.3453 0.6615  0.59
O -6.6674 1.4245 0.1588  -0.72
N -8.2467 -0.0145 0.8437  -0.17
C -8.7739 -1.2499 1.4070  -0.95
H -4.9074 -0.2054 0.8854  0.17
H -5.9512 -0.8316 2.1694  0.09
H -5.9781 -1.5711 0.5505  0.44
H -8.9024 0.6873 0.5392  0.22
H -9.4110 -1.7330 0.6643  0.31
H -9.3760 -1.0094 2.2835  0.34
H -7.9800 -1.9292 1.6973  0.33
C 5.4388 7.0197 0.6730  -1.42
C 4.8752 6.5328 -0.6403  0.82
O 4.7655 5.3471 -0.8961  -0.60
N 4.4831 7.4726 -1.5448  -0.14
C 4.5332 8.9164 -1.4203  -0.88
H 5.7000 6.1567 1.2777  0.31
H 6.3367 7.6169 0.5081  0.43
H 4.6990 7.6138 1.2116  0.36
H 4.1158 7.0788 -2.3964  0.23
H 3.5267 9.3288 -1.5134  0.29
H 5.1539 9.3332 -2.2159  0.29
H 4.9460 9.2119 -0.4620  0.33
C -7.8398 -0.9562 6.8864  -1.35
C -8.1230 -0.9199 5.4049  1.00
O -9.0319 -1.5644 4.9016  -0.65
N -7.3251 -0.1377 4.6336  0.02
C -6.2061 0.6937 5.0417  -0.78
H -8.5565 -1.6202 7.3598  0.32
H -6.8343 -1.3342 7.0746  0.33
H -7.9428 0.0388 7.3211  0.35
H -7.5682 -0.1612 3.6564  0.02
H -6.4035 1.7319 4.7682  0.32
H -5.3004 0.3644 4.5297  0.03
H -6.0448 0.6345 6.1123  0.44

=====

Question: What is the HOMO-LUMO gap in the third record?
Answer: 6.582 eV

=====

Question: Among the records above, which one has the lowest lowest unoccupied orbital energy?
Answer: C36H75F3I2N3O10PS3

=====

Question: lowest unoccupied orbital energy of number 2 (C36H75F3I2N3O10PS3)?
Answer: -1.49 eV

=====

Question: Which of these has the lowest HOMO-LUMO gap?
Answer: C36H75F3I2N3O10PS3